No. 1
Below is a cluster of 10 separate species, C36H87O14P2 in total in a non-equilibrium geometry, with properties calculated with the ωB97M-V functional and the def2-TZVPD basis.

Atoms and positions in Å:
C1 -2.006 -5.549 -1.783
C2 -2.497 -4.839 -0.500
C3 -2.710 -3.344 -0.705
C4 -3.329 -2.659 0.521
C5 -2.347 -2.644 1.707
C6 -2.758 -1.620 2.773
C7 -1.666 -1.303 3.806
C8 -0.279 -1.124 3.168
C9 0.601 -2.381 3.255
C10 1.787 -2.318 2.273
C11 1.800 -3.490 1.266
C12 2.430 -3.108 -0.087
C13 1.507 -3.481 -1.268
C14 1.666 -2.614 -2.530
C15 0.308 -2.090 -3.087
C16 0.279 -0.581 -3.385
P1 -0.864 0.429 -2.200
C17 0.294 0.067 -0.697
C18 0.486 1.204 0.321
C19 1.990 1.465 0.636
C20 2.155 2.900 1.045
O1 2.593 3.793 0.375
O2 1.716 3.173 2.323
C21 -2.196 1.239 -1.042
O3 -2.219 2.687 -0.927
C22 -3.035 3.112 0.081
C23 -4.313 3.545 -0.260
C24 -5.196 3.967 0.724
C25 -4.801 3.958 2.056
C26 -3.517 3.549 2.397
C27 -2.630 3.128 1.409
P2 0.272 2.402 -2.656
O4 1.922 1.996 -2.546
O5 -0.026 2.621 -4.291
H1 -2.455 -6.536 -1.895
H2 -0.922 -5.664 -1.747
H3 -2.239 -4.935 -2.654
H4 -1.773 -5.034 0.294
H5 -3.441 -5.295 -0.182
H6 -3.357 -3.210 -1.575
H7 -1.758 -2.850 -0.917
H8 -4.227 -3.217 0.809
H9 -3.617 -1.638 0.262
H10 -1.371 -2.398 1.285
H11 -2.344 -3.647 2.140
H12 -3.082 -0.710 2.262
H13 -3.616 -2.032 3.312
H14 -1.915 -0.380 4.332
H15 -1.623 -2.113 4.540
H16 0.245 -0.306 3.672
H17 -0.378 -0.828 2.121
H18 0.952 -2.472 4.287
H19 -0.028 -3.250 3.049
H20 2.713 -2.362 2.852
H21 1.774 -1.367 1.738
H22 2.361 -4.307 1.729
H23 0.778 -3.852 1.134
H24 2.725 -2.061 -0.088
H25 3.353 -3.685 -0.202
H26 1.723 -4.519 -1.533
H27 0.471 -3.456 -0.919
H28 2.156 -3.196 -3.314
H29 2.330 -1.770 -2.318
H30 0.130 -2.624 -4.023
H31 -0.473 -2.398 -2.387
H32 -0.111 -0.432 -4.391
H33 1.314 -0.223 -3.388
H34 -1.770 0.755 -3.334
H35 -1.666 -0.786 -1.947
H36 1.267 -0.243 -1.079
H37 -0.124 -0.813 -0.191
H38 0.026 0.899 1.267
H39 0.038 2.153 0.015
H40 2.611 1.261 -0.226
H41 2.304 0.865 1.494
H42 0.986 2.569 2.534
H43 -3.138 0.951 -1.530
H44 -2.195 0.785 -0.041
H45 -4.605 3.516 -1.301
H46 -6.194 4.290 0.455
H47 -5.484 4.262 2.841
H48 -3.202 3.539 3.433
H49 -1.634 2.810 1.692
H50 2.249 1.740 -3.420
H51 0.377 3.463 -4.523
C28 5.289 0.269 0.217
O6 4.951 -1.049 0.624
H52 4.535 0.597 -0.492
H53 5.297 0.949 1.074
H54 6.266 0.288 -0.275
H55 5.618 -1.343 1.253
C29 3.517 -6.483 -3.953
O7 2.260 -5.990 -3.519
H56 4.231 -5.667 -3.862
H57 3.857 -7.318 -3.333
H58 3.483 -6.805 -4.999
H59 1.615 -6.698 -3.592
C30 -5.881 -0.590 5.279
O8 -4.857 -1.474 5.716
H60 -5.939 -0.676 4.197
H61 -6.851 -0.858 5.709
H62 -5.649 0.447 5.536
H63 -4.788 -1.407 6.672
C31 3.728 7.487 0.813
O9 3.570 6.640 -0.316
H64 4.091 8.457 0.478
H65 2.770 7.614 1.323
H66 4.448 7.063 1.521
H67 3.218 5.810 0.033
C32 -0.078 7.438 1.903
O10 0.416 6.854 3.105
H68 -0.435 8.440 2.131
H69 0.720 7.497 1.160
H70 -0.900 6.850 1.490
H71 0.731 5.971 2.879
C33 -5.288 2.232 -4.080
O11 -6.148 2.288 -2.944
H72 -4.268 2.142 -3.712
H73 -5.514 1.362 -4.704
H74 -5.369 3.140 -4.684
H75 -7.055 2.362 -3.250
C34 0.262 -1.971 -7.562
O12 -0.417 -1.741 -6.338
H76 1.312 -2.127 -7.325
H77 -0.120 -2.861 -8.074
H78 0.176 -1.112 -8.235
H79 -1.346 -1.604 -6.544
C35 -0.050 3.492 4.808
O13 -0.174 2.070 4.791
H80 -0.852 3.897 4.195
H81 -0.144 3.891 5.822
H82 0.906 3.798 4.385
H83 0.537 1.702 5.324
C36 9.398 -0.618 0.653
O14 8.228 -1.394 0.427
H84 9.620 -0.669 1.716
H85 10.252 -1.013 0.096
H86 9.241 0.428 0.376
H87 8.020 -1.352 -0.510

## Properties
E_HOMO   -2.9 eV
Total charge   -1
LUMO   2.24 eV



No. 2
Below is a cluster of 6 separate species, C36H88N4 in total in a non-equilibrium geometry, with properties calculated with the ωB97M-V functional and the def2-TZVPD basis.

Atoms and positions in Å:
C1 -159.407 -110.737 -15.279
C2 -159.158 -109.268 -15.446
N1 -160.376 -108.454 -14.924
C3 -160.174 -107.165 -14.426
C4 -159.747 -106.134 -15.531
C5 -161.547 -108.655 -15.959
C6 -162.908 -108.190 -15.445
H1 -159.960 -111.267 -16.038
H2 -159.910 -111.026 -14.356
H3 -158.554 -111.094 -15.121
H4 -158.907 -108.833 -16.468
H5 -158.547 -109.112 -14.600
H6 -159.465 -107.335 -13.596
H7 -160.923 -106.825 -13.799
H8 -159.571 -105.093 -15.067
H9 -160.402 -105.960 -16.315
H10 -158.781 -106.416 -16.088
H11 -161.808 -109.684 -15.910
H12 -161.374 -108.119 -16.985
H13 -163.118 -108.388 -14.359
H14 -163.617 -108.507 -16.093
H15 -162.734 -107.104 -15.464
C7 -167.133 -110.057 -16.572
C8 -167.466 -111.571 -16.315
N2 -168.509 -111.807 -15.279
C9 -169.271 -113.056 -15.439
C10 -168.465 -114.351 -15.355
C11 -167.968 -111.678 -13.900
C12 -168.983 -111.477 -12.774
H16 -166.772 -109.754 -15.589
H17 -168.049 -109.773 -16.915
H18 -166.570 -110.088 -17.355
H19 -166.520 -111.930 -15.973
H20 -167.775 -112.033 -17.377
H21 -169.450 -113.048 -16.469
H22 -170.252 -112.911 -15.032
H23 -169.017 -115.359 -15.276
H24 -167.958 -114.507 -14.426
H25 -167.696 -114.416 -16.213
H26 -167.321 -110.760 -13.729
H27 -167.286 -112.432 -13.501
H28 -168.545 -111.633 -11.920
H29 -169.759 -112.382 -12.950
H30 -169.706 -110.614 -12.780
C13 -164.021 -109.617 -18.965
C14 -163.857 -111.172 -18.605
N3 -162.720 -111.684 -19.433
C15 -162.036 -112.802 -18.670
C16 -162.941 -114.017 -18.325
C17 -163.196 -112.113 -20.718
C18 -162.077 -112.808 -21.540
H31 -163.279 -108.979 -18.623
H32 -164.876 -109.345 -18.641
H33 -164.092 -109.457 -19.946
H34 -164.822 -111.700 -19.004
H35 -163.385 -111.150 -17.481
H36 -161.689 -112.315 -17.759
H37 -161.135 -113.011 -18.985
H38 -163.818 -113.711 -17.504
H39 -162.347 -114.795 -17.809
H40 -163.469 -114.396 -19.225
H41 -163.743 -111.381 -21.270
H42 -163.985 -112.672 -20.656
H43 -161.517 -113.675 -20.945
H44 -161.354 -112.131 -21.675
H45 -162.467 -112.961 -22.470
C19 -167.907 -119.446 -20.240
C20 -167.731 -118.059 -19.625
N4 -166.477 -117.364 -19.858
C21 -166.573 -115.882 -19.984
C22 -166.762 -115.206 -18.619
C23 -165.390 -117.834 -19.059
C24 -164.001 -117.488 -19.584
H46 -167.736 -119.601 -21.308
H47 -168.889 -119.723 -20.217
H48 -167.268 -120.203 -19.901
H49 -168.019 -118.350 -18.616
H50 -168.641 -117.372 -19.829
H51 -167.211 -115.514 -20.642
H52 -165.632 -115.582 -20.470
H53 -167.084 -114.106 -18.661
H54 -165.717 -115.246 -17.845
H55 -167.674 -115.632 -18.287
H56 -165.268 -118.922 -19.134
H57 -165.379 -117.548 -17.962
H58 -163.271 -117.995 -18.914
H59 -163.863 -116.415 -19.542
H60 -163.832 -118.031 -20.589
C25 -163.980 -117.668 -15.380
C26 -164.466 -116.252 -15.103
C27 -163.304 -115.263 -14.785
C28 -163.812 -113.876 -14.373
C29 -162.641 -112.835 -14.217
C30 -163.163 -111.402 -14.026
H61 -163.049 -117.469 -15.774
H62 -164.613 -118.282 -16.138
H63 -163.788 -117.995 -14.350
H64 -165.111 -116.251 -14.285
H65 -165.152 -115.900 -15.825
H66 -162.426 -115.313 -15.602
H67 -162.909 -115.489 -13.686
H68 -164.538 -113.932 -13.562
H69 -164.660 -113.650 -15.161
H70 -162.145 -112.775 -15.197
H71 -161.844 -112.954 -13.433
H72 -162.469 -110.697 -13.924
H73 -163.729 -111.503 -12.941
H74 -163.758 -111.113 -14.879
C31 -159.513 -116.179 -16.237
C32 -159.372 -115.642 -17.669
C33 -159.874 -116.849 -18.549
C34 -159.868 -116.366 -20.059
C35 -160.317 -117.642 -20.905
C36 -160.140 -117.411 -22.328
H75 -160.360 -116.510 -15.919
H76 -158.985 -115.590 -15.542
H77 -158.675 -116.917 -16.044
H78 -158.339 -115.292 -17.957
H79 -159.781 -114.696 -17.929
H80 -160.828 -117.164 -18.089
H81 -159.052 -117.614 -18.504
H82 -158.792 -116.148 -20.204
H83 -160.697 -115.616 -20.255
H84 -161.407 -117.993 -20.739
H85 -159.705 -118.432 -20.875
H86 -160.310 -118.225 -23.004
H87 -159.247 -116.919 -22.636
H88 -160.904 -116.820 -22.814

## Properties
Energy relative to the best compared isomer or geometry (same formula, charge and spin)   12.7 kJ/mol
E_HOMO   -8.2 eV
LUMO   0.77 eV



No. 3
Below is a cluster of 10 separate species, C36H89N13O10 in total in a non-equilibrium geometry, with properties calculated with the ωB97M-V functional and the def2-TZVPD basis.

Atoms and positions in Å:
C1 -25.407 -6.439 0.330
C2 -24.198 -7.256 0.969
C3 -23.159 -6.250 1.340
C4 -24.698 -8.098 2.184
C5 -23.736 -9.228 2.562
C6 -23.280 -10.043 1.355
C7 -22.740 -9.255 0.185
C8 -21.263 -8.730 0.318
C9 -22.641 -10.081 -1.072
N1 -23.706 -8.184 -0.085
O1 -23.263 -7.382 -1.121
H1 -25.508 -5.601 1.015
H2 -25.126 -6.016 -0.610
H3 -26.302 -7.085 0.254
H4 -22.190 -6.663 1.618
H5 -23.055 -5.479 0.566
H6 -23.455 -5.704 2.267
H7 -24.879 -7.444 3.004
H8 -25.595 -8.700 1.889
H9 -22.872 -8.798 3.158
H10 -24.182 -9.897 3.283
H11 -24.110 -10.618 1.139
H12 -22.477 -10.790 1.653
H13 -20.514 -9.534 0.177
H14 -20.927 -8.215 1.245
H15 -21.152 -8.146 -0.554
H16 -22.076 -10.982 -1.117
H17 -22.240 -9.512 -1.936
H18 -23.628 -10.367 -1.369
H19 -23.542 -7.808 -1.944
C10 -24.384 -7.784 -6.165
C11 -25.239 -9.084 -6.238
C12 -26.639 -8.780 -5.837
C13 -25.167 -9.773 -7.563
C14 -25.617 -11.206 -7.491
C15 -24.966 -12.055 -6.430
C16 -24.902 -11.378 -5.060
C17 -26.253 -11.388 -4.359
C18 -23.844 -12.084 -4.283
N2 -24.455 -10.041 -5.293
O2 -24.334 -9.402 -4.022
H20 -24.533 -7.161 -5.294
H21 -23.352 -8.043 -6.111
H22 -24.670 -7.176 -7.059
H23 -27.399 -9.544 -6.102
H24 -26.694 -8.673 -4.741
H25 -26.951 -7.856 -6.293
H26 -25.667 -9.325 -8.423
H27 -24.124 -9.815 -7.887
H28 -26.671 -11.220 -7.196
H29 -25.546 -11.735 -8.489
H30 -23.901 -12.113 -6.741
H31 -25.359 -13.061 -6.356
H32 -27.035 -11.310 -5.109
H33 -26.172 -10.534 -3.703
H34 -26.418 -12.262 -3.767
H35 -22.859 -11.858 -4.744
H36 -23.975 -13.154 -4.244
H37 -23.898 -11.675 -3.283
H38 -23.394 -9.188 -4.025
C19 -19.021 -13.224 -7.772
C20 -19.004 -12.086 -8.880
C21 -18.042 -11.019 -8.420
C22 -18.588 -12.718 -10.161
C23 -18.662 -11.878 -11.347
C24 -20.172 -11.621 -11.503
C25 -20.814 -11.014 -10.324
C26 -20.645 -9.467 -10.164
C27 -22.301 -11.238 -10.354
N3 -20.372 -11.754 -9.128
O3 -21.002 -11.209 -7.973
H39 -19.506 -12.969 -6.854
H40 -19.498 -14.143 -8.148
H41 -17.953 -13.510 -7.584
H42 -17.056 -11.489 -8.209
H43 -17.800 -10.298 -9.240
H44 -18.478 -10.503 -7.567
H45 -17.582 -13.174 -10.168
H46 -19.231 -13.495 -10.404
H47 -18.153 -10.926 -11.430
H48 -18.344 -12.483 -12.186
H49 -20.656 -12.596 -11.645
H50 -20.459 -11.014 -12.418
H51 -21.185 -9.191 -9.237
H52 -21.073 -8.867 -10.967
H53 -19.595 -9.168 -10.027
H54 -22.511 -12.283 -10.524
H55 -22.879 -10.682 -11.156
H56 -22.809 -10.931 -9.420
H57 -21.775 -11.724 -7.795
N4 -17.864 -4.884 -2.460
C28 -18.180 -6.171 -2.104
N5 -18.475 -6.410 -0.834
O4 -18.089 -7.042 -2.974
H58 -18.181 -4.681 -3.416
H59 -18.130 -4.137 -1.808
H60 -18.371 -5.596 -0.147
H61 -18.387 -7.372 -0.598
N6 -21.585 -6.125 -2.656
C29 -21.239 -5.134 -3.516
N7 -20.961 -5.541 -4.807
O5 -21.370 -3.953 -3.142
H62 -21.497 -7.098 -2.792
H63 -21.712 -5.739 -1.740
H64 -20.583 -6.482 -4.969
H65 -20.679 -4.927 -5.553
N8 -18.309 -7.683 -5.917
C30 -17.441 -6.773 -6.479
N9 -16.594 -6.174 -5.617
O6 -17.618 -6.406 -7.639
H66 -18.409 -7.736 -4.898
H67 -19.093 -7.748 -6.538
H68 -15.779 -5.731 -6.036
H69 -16.584 -6.451 -4.649
N10 -20.930 -10.627 -5.127
C31 -20.663 -9.619 -4.215
N11 -19.375 -9.559 -3.733
O7 -21.524 -8.742 -3.968
H70 -20.119 -10.881 -5.674
H71 -21.682 -10.328 -5.812
H72 -19.156 -8.747 -3.177
H73 -18.838 -10.318 -3.615
N12 -20.988 -3.411 -0.292
C32 -20.115 -3.653 0.705
N13 -20.593 -3.425 2.004
O8 -18.924 -3.870 0.525
H74 -21.801 -2.896 -0.086
H75 -20.683 -3.310 -1.234
H76 -19.870 -3.662 2.642
H77 -21.456 -3.909 2.115
C33 -24.362 -1.654 -3.460
C34 -23.665 -1.387 -2.172
O9 -22.202 -1.615 -2.217
H78 -24.080 -0.905 -4.137
H79 -25.415 -1.498 -3.272
H80 -24.260 -2.606 -3.899
H81 -24.079 -1.958 -1.359
H82 -23.762 -0.310 -1.897
H83 -22.066 -2.391 -2.795
C35 -22.620 -6.581 -8.780
C36 -21.151 -6.290 -9.127
O10 -20.491 -6.333 -7.846
H84 -22.813 -5.919 -7.907
H85 -22.781 -7.668 -8.724
H86 -23.345 -6.327 -9.569
H87 -21.041 -5.373 -9.713
H88 -20.756 -7.110 -9.795
H89 -19.516 -6.249 -8.094

## Properties
Energy relative to the best compared isomer or geometry (same formula, charge and spin)   77.0 kJ/mol
E_HOMO   -8.3 eV
LUMO   0.48 eV



Which formula does entry 3 have? C36H89N13O10



Which value of E_HOMO does entry 1 give? -2.9 eV